[1]
100
Properties=species:S:1:pos:R:3 method="wB97M-V/def2-TZVPD" relative_energy_kj_mol=24.3 fmax_ev_per_a=4.543 homo_energy_ha=-0.23164 orbital_gap_ev=5.94
Rb -1.787 1.296 3.619
F -2.692 -3.544 1.547
F -2.948 -1.376 1.316
F -1.627 -2.530 -0.034
O 6.260 1.550 1.602
O 1.934 -6.091 1.100
O -1.823 -1.991 -4.839
O 3.681 -6.225 2.350
O 4.131 3.326 -1.563
O 2.720 1.616 -1.727
O 2.172 -4.613 2.746
O -0.408 -0.798 2.124
O -5.793 -0.693 -2.665
O -3.284 1.342 -1.420
O 0.233 4.786 1.100
O -1.098 -2.345 3.559
O -0.959 -3.741 -6.029
O -4.583 2.521 -0.217
O 4.943 3.195 1.232
O 4.333 1.706 2.792
O -6.003 -0.923 -0.559
O -3.038 1.221 0.813
O -0.721 3.885 2.929
O 1.116 5.165 3.024
O 2.024 3.532 -2.391
O 0.033 -3.096 -4.268
O -5.346 -2.698 -1.783
C -5.665 -1.548 -1.651
C 3.688 0.703 -1.201
C 1.354 4.918 4.405
C -2.311 0.324 -1.692
C 0.296 -2.366 -3.053
C 4.504 -5.763 3.416
C -1.020 -2.871 -5.035
C -5.932 -1.519 0.720
C 0.753 -0.520 1.348
C 2.193 4.941 -2.552
C -0.894 -2.125 2.234
C 3.922 4.098 1.657
C -2.048 -2.397 1.263
C -5.391 -1.126 -3.950
C 2.558 -5.569 2.127
C 6.593 0.340 2.248
C 0.578 -5.720 0.912
C -3.584 1.633 -0.181
C -5.142 2.880 1.025
C -2.008 -3.660 -6.983
C 0.783 0.971 1.130
C -0.906 4.516 0.317
C 3.045 2.875 -1.826
C 5.125 2.134 1.991
C 0.143 4.552 2.398
H -0.090 -2.822 1.920
H -5.335 -2.428 0.769
H -0.107 1.370 0.636
H -2.144 0.012 -2.721
H 0.412 -4.669 0.690
H 4.029 4.405 2.696
H -0.780 4.913 -0.689
H 2.984 5.275 -1.878
H 0.005 -6.004 1.795
H -6.944 -1.686 1.092
H 3.951 -5.903 4.344
H 0.854 -1.100 0.425
H 3.929 4.991 1.040
H -5.736 -2.136 -4.186
H -4.302 -1.203 -3.940
H -0.976 3.448 0.066
H 2.398 5.166 -3.594
H 4.676 0.862 -1.626
H -1.371 0.742 -1.324
H -2.576 -0.590 -1.161
H 0.800 1.476 2.101
H 1.670 1.372 0.642
H 1.760 5.812 4.867
H 6.619 -0.499 1.544
H 1.611 -0.827 1.959
H 0.410 4.641 4.872
H 2.063 4.100 4.531
H 0.006 -3.105 -2.306
H -5.441 -0.766 1.332
H -6.132 3.305 0.851
H -0.290 -1.457 -3.001
H 3.703 0.806 -0.118
H 1.373 -2.277 -2.960
H 7.614 0.277 2.626
H 4.804 -4.728 3.273
H 5.877 0.093 3.027
H -5.451 2.011 1.615
H -5.745 -0.480 -4.746
H -1.963 -4.489 -7.682
H 0.129 -6.297 0.105
H -2.964 -3.711 -6.455
H -4.555 3.573 1.622
H -1.880 4.767 0.730
H 5.375 -6.410 3.469
H 1.291 5.433 -2.188
H 3.349 -0.297 -1.459
H 2.981 3.569 1.498
H -1.994 -2.713 -7.525

[2]
101
Properties=species:S:1:pos:R:3 method="wB97M-V/def2-TZVPD" spin_multiplicity=2 relative_energy_kj_mol=45.4 s_squared=0.75 fmax_ev_per_a=9.398 homo_energy_ha="-0.09950 / -0.29616" orbital_gap_ev="2.56 / 8.25"
Rb 5.347 -1.330 0.309
Rb 2.982 -5.476 1.064
F 0.949 0.434 1.495
F 0.616 -1.277 2.779
F -0.646 -1.076 1.135
O 6.906 1.517 1.314
O -5.451 -5.203 1.536
O 4.927 1.279 1.930
O 0.495 1.094 -4.996
O 2.446 -0.991 -0.277
O 5.394 3.261 0.994
O -4.163 -4.878 3.429
O -0.502 4.588 -5.441
O 0.306 5.489 -3.449
O -2.496 3.397 1.881
O -0.699 3.462 3.275
O 0.520 -4.421 -1.473
O -2.645 4.034 4.046
O 0.408 2.062 -7.110
O 2.426 1.401 -6.246
O -0.459 -2.054 5.237
O 0.400 -6.145 0.039
O -1.510 -5.552 -1.160
O -2.485 -2.313 6.206
O -2.102 -0.372 5.382
O -4.258 -3.521 1.656
O -1.158 6.644 -4.524
O 2.657 -2.572 1.230
C -2.176 -3.556 6.762
C -4.595 -4.541 2.326
C -2.300 -6.606 -0.719
C 8.021 2.211 0.728
C -1.536 -1.603 5.567
C -0.126 -5.442 -0.840
C 3.648 1.495 2.366
C -5.898 -6.536 1.815
C 0.239 3.038 2.272
C 1.408 4.518 -3.294
C -0.142 -3.510 -2.364
C -2.031 3.626 2.966
C 3.207 0.360 -5.646
C -2.032 6.970 -5.569
C 1.054 1.536 -5.997
C -3.340 -2.545 2.139
C 1.716 -1.765 0.615
C 2.811 0.839 -1.692
C -1.529 0.519 4.486
C -0.976 1.997 -7.207
C -0.487 5.432 -4.542
C -4.068 4.152 4.138
C 5.656 2.146 1.483
C 1.805 -0.171 -1.226
C 0.681 -0.924 1.518
H -2.378 -3.018 2.338
H 0.987 3.513 -3.280
H 0.933 0.405 -0.915
H 2.053 4.533 -4.173
H -1.254 0.966 -7.422
H 0.606 3.978 1.859
H -1.483 2.388 -6.324
H -1.775 -7.518 -0.434
H 3.462 0.395 -2.446
H 3.545 2.105 3.263
H 2.856 -0.561 -6.111
H -3.804 -1.995 2.958
H 3.196 0.572 2.728
H -6.255 -6.728 2.827
H -3.151 -1.732 1.439
H -0.857 -2.801 -1.945
H -4.678 3.338 3.746
H 3.346 1.267 -0.844
H 4.277 0.565 -5.609
H -0.894 -4.003 -2.980
H 2.862 0.282 -4.615
H 1.985 4.654 -2.380
H -1.138 -3.609 7.091
H -1.850 7.989 -5.910
H 2.388 1.698 -2.212
H -1.177 2.610 -8.086
H -2.030 6.304 -6.432
H -0.496 0.807 4.681
H -3.004 -6.449 0.098
H -2.131 1.423 4.565
H 8.498 2.801 1.510
H 7.789 2.808 -0.154
H 1.392 -0.736 -2.062
H 0.571 -3.035 -3.038
H 2.962 1.880 1.611
H 1.111 2.554 2.711
H -4.292 5.004 3.495
H -6.716 -6.629 1.100
H -3.049 6.844 -5.197
H 8.861 1.603 0.392
H -5.092 -7.239 1.605
H -4.458 4.601 5.052
H -2.810 -3.763 7.624
H -1.688 0.137 3.477
H 1.105 -2.444 0.020
H -0.229 2.407 1.517
H -2.966 -6.951 -1.510
H -2.344 -4.338 6.022